1.
Molecular formula: C2H4O3S3
Method: DFT, ωB97M-V/def2-TZVPD

Cartesian coordinates (Å):
O1 0.790315 -1.298372 -1.792648
C1 0.919105 -0.985839 -0.636449
S1 0.589750 -1.441042 0.966956
C2 1.497297 0.010304 0.301384
O2 2.794689 0.078337 0.431591
S2 0.363210 1.484715 0.427204
H1 2.976154 0.191418 1.450781
H2 0.563393 1.888076 -0.778842
O3 -2.466678 0.680852 -0.734498
S3 -3.333215 -0.189954 0.539273
H3 -2.395682 -0.049431 -1.371526
H4 -2.298343 -0.369064 1.196770

Force components x, y, z for each atom (eV/Å):
O 0.069 0.390 1.445
C 0.381 0.016 -2.032
S -0.499 -1.265 1.215
C -3.451 0.622 -1.266
O 2.594 0.645 3.467
S 0.796 -0.815 1.664
H -0.082 -0.120 -2.855
H 0.312 0.562 -1.508
O -1.402 -1.617 0.959
S -1.828 1.712 -2.996
H 0.265 0.524 -0.153
H 2.845 -0.655 2.060

Its total charge is 0. The calculation puts the energy above the lowest of the compared OMol25 structures with the same formula, charge and spin at 72.18 kcal/mol. The value obtained for the HOMO energy is -0.348 Eh. For the LUMO energy, the calculation gives 0.024 eV. The value obtained for the electronic energy is -40783.9120 eV.


2.
Molecular formula: C4H6BNO5
Method: DFT, ωB97M-V/def2-TZVPD

Cartesian coordinates (Å):
C1 -0.437492 -1.943377 -1.528466
C2 0.713895 -1.747222 -2.224682
C3 1.525481 -0.568323 -1.757826
O1 1.994538 0.212880 -2.541864
N1 1.724252 -0.395836 -0.449061
C4 1.979736 0.459839 0.342005
O2 2.191406 1.088395 1.276178
H1 -0.490614 -1.433421 -0.536745
H2 -1.252105 -2.705958 -1.773214
H3 0.995184 -2.105138 -3.289256
O3 -2.400136 2.107982 1.909815
B1 -1.319049 1.253804 1.762363
O4 -0.756420 0.615424 2.815231
O5 -0.764793 1.084730 0.587385
H4 -2.531548 2.174422 2.867704
H5 0.129641 0.313284 2.656516
H6 -1.301977 1.588515 -0.116083

Force components x, y, z for each atom (eV/Å):
C 0.684 -1.212 -0.066
C -1.202 0.312 -0.596
C 0.139 -0.458 -2.498
O 0.176 0.312 -0.933
N -0.303 -0.965 1.635
C -0.183 -0.698 0.119
O 0.425 1.313 1.082
H -0.282 -0.421 -0.961
H 1.322 1.328 0.135
H -0.726 0.441 2.095
O 0.420 -0.602 0.766
B -0.966 0.830 1.710
O -0.543 0.093 1.243
O -0.498 0.921 -4.739
H -0.375 0.219 -0.286
H 0.509 -0.276 -0.164
H 1.404 -1.138 1.457

Its total charge is 0. The calculation puts the energy above the lowest of the compared OMol25 structures with the same formula, charge and spin at 0.00 kcal/mol. The value obtained for the HOMO energy is -0.379 Eh. For the LUMO energy, the calculation gives 0.214 eV. The value obtained for the electronic energy is -16652.1648 eV.


3.
Molecular formula: C4H8O2
Method: DFT, ωB97M-V/def2-TZVPD

Cartesian coordinates (Å):
C1 -0.705659 -1.278908 -1.053453
C2 -0.917948 0.143849 -0.607548
C3 -0.881463 0.532555 0.806356
O1 -2.112871 0.402012 0.112846
H1 -0.872249 -1.971790 -0.222760
H2 0.312789 -1.422680 -1.433396
H3 -1.402230 -1.535375 -1.858380
H4 -0.683264 0.911661 -1.349140
H5 -0.604856 1.549138 1.087961
H6 -0.681883 -0.226261 1.562567
C4 2.185307 -0.296680 0.946842
O2 1.875366 -0.456248 2.100480
H7 2.488354 0.692490 0.549159
H8 2.183932 -1.129408 0.214858

Force components x, y, z for each atom (eV/Å):
C -0.001 -0.046 0.014
C 0.172 -0.062 -0.187
C 0.212 0.031 0.214
O -0.235 0.031 -0.009
H 0.020 0.108 -0.104
H -0.152 0.035 0.054
H 0.091 0.055 0.094
H -0.037 -0.111 0.126
H -0.068 -0.145 -0.065
H -0.084 0.106 -0.146
C -0.066 -0.058 0.351
O 0.195 0.075 -0.597
H -0.040 -0.084 0.102
H -0.008 0.065 0.153

Its total charge is 0. The calculation puts the energy above the lowest of the compared OMol25 structures with the same formula, charge and spin at 65.22 kcal/mol. The value obtained for the HOMO energy is -0.380 Eh. For the LUMO energy, the calculation gives 0.638 eV. The value obtained for the electronic energy is -8370.4535 eV.


4.
Molecular formula: C44H54BI2InN9S4
Method: DFT, ωB97M-V/def2-TZVPD

Cartesian coordinates (Å):
In1 -0.340051 -0.293500 1.385926
C1 1.901941 -4.154835 -2.027608
C2 1.837546 -2.857767 -2.835476
C3 2.482247 -3.116577 -4.194603
C4 2.589105 -1.721426 -2.137234
N1 0.413682 -2.430651 -3.048259
C5 -0.127145 -2.174262 -4.302363
C6 -1.368005 -1.695825 -4.127809
N2 -1.613345 -1.641424 -2.764755
B1 -2.947230 -1.140460 -2.189832
N3 -3.376542 -2.051208 -1.020048
C7 -3.614398 -3.384426 -1.284279
C8 -3.796983 -4.012096 -0.112450
N4 -3.676467 -3.065273 0.892021
C9 -3.412305 -1.863985 0.316674
S1 -3.161142 -0.352328 1.093370
C10 -3.728920 -3.393256 2.356345
C11 -4.854283 -2.615726 3.039050
C12 -2.364344 -3.085517 2.984132
C13 -4.020079 -4.884222 2.515317
N5 -2.792069 0.389790 -1.810057
C14 -3.905151 1.243315 -1.667099
C15 -3.541003 2.517350 -1.667265
N6 -2.098312 2.534379 -1.956519
C16 -1.724693 1.129975 -1.926559
S2 -0.109936 0.827683 -1.470331
C17 -1.066508 4.852802 -1.365710
C18 -0.609508 5.393473 -0.003635
C19 -2.485131 5.396496 -1.588769
C20 -0.390204 4.630048 -3.843808
C21 -0.508557 -2.098998 -2.095756
S3 -0.352583 -2.215792 -0.399727
H1 2.948741 -4.431989 -1.894925
H2 1.395811 -4.963618 -2.560849
H3 1.447094 -4.042068 -1.048595
H4 3.498576 -3.467193 -4.022991
H5 2.542667 -2.209050 -4.798442
H6 1.951362 -3.890168 -4.753690
H7 3.628629 -2.012344 -1.975175
H8 2.142811 -1.496728 -1.170699
H9 2.573258 -0.817123 -2.752368
H10 0.397032 -2.362719 -5.220155
H11 -2.107182 -1.397989 -4.852980
H12 -3.795584 -1.154713 -3.044666
H13 -3.617327 -3.774626 -2.288714
H14 -3.995083 -5.050187 0.074770
H15 -4.713939 -1.543055 2.954072
H16 -4.875901 -2.878469 4.097756
H17 -5.818686 -2.880216 2.598877
H18 -2.252041 -2.018763 3.171111
H19 -1.559927 -3.420518 2.324691
H20 -2.267749 -3.606385 3.937538
H21 -4.961058 -5.163026 2.037629
H22 -4.112246 -5.097732 3.578558
H23 -3.211049 -5.500579 2.117820
H24 -4.894962 0.830514 -1.553447
H25 -4.122566 3.417137 -1.620846
H26 -1.359329 5.155192 0.755988
H27 -0.497943 6.480101 -0.057337
H28 0.342598 4.969197 0.305161
H29 -3.159776 5.078598 -0.790932
H30 -2.911440 5.121129 -2.559591
H31 -2.448267 6.485145 -1.556018
H32 0.001336 3.609246 -3.786565
H33 0.135020 5.122348 -4.661483
H34 -1.453918 4.613640 -4.120832
C22 4.883176 -2.783980 3.578628
C23 4.345168 -2.919744 2.144624
C24 5.229843 -3.888340 1.347736
C25 2.931610 -3.504906 2.228783
C26 4.359766 -1.547627 1.472172
C27 5.548738 -0.803359 1.420191
C28 5.594018 0.460955 0.861371
C29 4.422209 0.998385 0.347169
S4 4.146035 2.563023 -0.363396
C30 2.453022 2.161923 -0.576739
N7 2.135170 0.958437 -0.153085
C31 3.229369 0.275775 0.363000
C32 3.213067 -1.004376 0.914867
C33 1.502935 3.069804 -1.143603
C34 1.966815 4.379002 -1.575131
C35 1.301553 5.382185 -2.161066
C36 -0.150433 5.389882 -2.529841
C37 -0.993558 3.346498 -1.327541
C38 0.168428 2.613339 -1.281590
H35 4.831153 -3.747459 4.091257
H36 4.285438 -2.062258 4.141688
H37 5.922063 -2.450833 3.595317
H38 5.258105 -4.865573 1.836910
H39 6.254298 -3.518687 1.267712
H40 4.836935 -4.021242 0.335857
H41 2.966164 -4.450816 2.772188
H42 2.513640 -3.703505 1.236931
H43 2.258834 -2.831906 2.768030
H44 6.463372 -1.223033 1.820923
H45 6.522025 1.018522 0.833247
H46 2.300137 -1.579564 0.866380
H47 3.018609 4.559487 -1.376113
H48 1.854897 6.288362 -2.384498
H49 -0.446010 6.429383 -2.701168
H50 -2.027241 2.833850 -2.951930
I1 0.574610 -0.336583 4.559293
I2 1.103226 -0.355973 7.210781
N8 -2.018864 6.694556 4.920714
C39 -1.814538 5.737673 4.318083
C40 -1.556890 4.552443 3.543661
C41 -2.597156 3.901043 2.887872
C42 -2.298051 2.778826 2.136705
N9 -1.058802 2.300297 2.008094
C43 -0.069217 2.930261 2.642351
C44 -0.264885 4.054819 3.423538
H51 -3.613873 4.259712 2.971019
H52 -3.081749 2.238819 1.616744
H53 0.925633 2.515494 2.512381
H54 0.562585 4.538290 3.923955

Force components x, y, z for each atom (eV/Å):
In -0.033 0.465 0.837
C -0.178 0.030 -0.059
C 0.325 -0.034 0.046
C -0.085 0.024 -0.065
C -0.244 -0.059 -0.093
N -0.201 0.146 0.060
C 0.141 -0.070 0.079
C -0.105 0.111 0.238
N 0.202 -0.069 0.077
B 0.094 -0.406 0.424
N -0.174 0.230 -0.017
C -0.012 0.023 -0.161
C 0.027 -0.051 0.042
N -0.029 0.053 -0.034
C 0.009 -0.137 -0.055
S 0.073 0.076 0.098
C 0.029 -0.011 0.213
C -0.047 -0.016 -0.151
C -0.047 0.090 -0.050
C 0.040 -0.005 -0.137
N -0.146 0.146 -0.590
C -0.150 -0.036 0.124
C -0.039 -0.122 0.004
N 0.252 0.403 -0.379
C 0.050 -0.160 0.784
S 0.116 0.462 -0.256
C -0.092 0.010 -0.034
C 0.010 -0.008 0.022
C -0.011 -0.121 -0.030
C -0.106 0.077 0.097
C -0.102 0.046 -0.870
S 0.208 -0.963 -0.404
H -0.031 0.011 -0.018
H 0.027 0.030 0.033
H -0.005 -0.013 0.059
H -0.008 0.010 0.011
H 0.022 -0.036 0.011
H 0.061 0.004 0.010
H -0.044 -0.001 0.000
H 0.046 -0.054 -0.264
H 0.011 -0.028 0.025
H 0.023 -0.013 0.098
H 0.026 -0.043 0.078
H 0.117 -0.018 -0.061
H -0.031 0.030 0.062
H -0.008 0.080 0.033
H 0.029 0.065 0.001
H 0.018 -0.004 -0.041
H 0.025 0.002 0.037
H 0.047 -0.025 -0.009
H 0.007 -0.030 0.051
H -0.038 0.015 -0.018
H 0.020 -0.026 0.044
H 0.019 0.012 -0.005
H -0.037 -0.006 0.024
H 0.066 -0.034 -0.021
H 0.102 0.009 -0.018
H 0.054 0.036 -0.075
H 0.012 -0.053 0.003
H -0.019 0.015 0.001
H 0.007 0.037 -0.024
H -0.007 0.035 0.066
H 0.019 -0.019 -0.024
H -0.002 0.019 0.001
H -0.009 -0.037 -0.014
H 0.077 -0.016 -0.016
C -0.037 0.036 -0.028
C 0.025 -0.054 0.031
C 0.012 0.018 0.019
C 0.056 0.051 -0.029
C -0.168 -0.014 -0.021
C 0.069 0.075 -0.056
C 0.091 -0.075 0.030
C -0.102 0.085 -0.060
S 0.038 0.021 -0.030
C 0.017 -0.339 0.153
N -0.261 -0.055 -0.029
C 0.126 0.216 0.091
C 0.031 -0.015 0.080
C -0.294 -0.009 -0.189
C -0.149 -0.141 0.045
C 0.066 0.118 -0.029
C -0.026 -0.096 0.002
C 0.172 0.039 0.259
C 0.184 0.344 -0.016
H 0.015 0.030 -0.023
H 0.032 -0.041 0.000
H -0.037 -0.011 0.001
H 0.002 0.038 -0.029
H -0.036 -0.032 0.001
H 0.027 -0.004 0.020
H -0.009 0.002 -0.030
H -0.010 0.017 0.046
H -0.014 -0.042 -0.018
H -0.041 0.025 0.019
H -0.026 -0.025 0.013
H -0.064 0.037 0.186
H -0.027 0.038 -0.024
H 0.003 -0.065 0.043
H 0.011 0.014 0.042
H -0.035 -0.240 0.024
I 0.002 -0.053 -0.179
I 0.000 0.013 0.012
N 0.020 -0.143 -0.087
C -0.025 0.134 0.095
C 0.033 -0.077 -0.032
C -0.072 0.015 0.059
C 0.139 0.032 0.012
N -0.069 0.081 -0.053
C -0.002 -0.100 -0.159
C -0.036 0.125 0.037
H 0.011 -0.010 -0.003
H -0.004 0.016 0.005
H -0.019 -0.028 0.028
H 0.005 -0.029 -0.027

Its total charge is +1. The value obtained for the HOMO energy is -0.329 Eh. For the LUMO energy, the calculation gives -3.957 eV. The value obtained for the electronic energy is -125305.2567 eV.


Look up the electronic energy of the second one. -16652.1648 eV


What is the formula in the second record? C4H6BNO5